Record 1
79
Properties=species:S:1:pos:R:3 method="wB97M-V/def2-TZVPD" energy_ev=-99811.4252 s_squared=2.0064 spin_multiplicity=3 homo_lumo_gap_ev="5.48 / 5.79" fmax_ev_per_a=0.47 e_homo_ev="-0.81 / -1.26" relative_energy_kcal_mol=15.02 total_charge=-2 lumo_ha="0.1716 / 0.1664"
C -4.53794 -3.31226 -2.97579
H -0.17883 -2.58160 -2.15907
C 4.56929 0.66882 -1.04659
N -2.66716 2.12024 -2.41462
H -2.97947 -3.89774 0.26423
C -5.07734 -1.26169 -1.85116
H -3.13139 2.35074 -1.54226
O -1.55929 3.51508 -0.32536
C 1.78748 -0.02139 3.90452
H 2.17633 -0.03700 -3.05697
O 0.27804 2.16626 -0.29860
C 3.79827 -0.25622 2.04995
H 4.61147 -0.32789 1.33755
C -3.22790 -3.20353 -2.52562
C 2.61550 -0.95269 -2.66253
H 1.31421 -4.34092 2.65830
H -2.80115 -5.43419 2.17248
N 0.12201 -0.26076 2.10918
C -3.76565 -1.15656 -1.41039
C 0.26976 -3.39085 1.05149
C -2.02760 -3.99920 0.77543
H -1.63836 2.26378 2.92670
Ti 0.02962 0.24635 0.14794
H 5.16598 -0.04378 3.69375
C -0.93257 -3.24454 0.34753
H -4.83081 -4.15204 -3.59694
S -0.57835 0.25480 -2.34084
C -2.75448 3.24469 -3.35116
H 1.00368 0.09506 4.64107
C 3.11482 0.03149 4.33019
H 4.57876 -2.44222 0.43835
N -0.53534 2.86563 -2.90177
H 5.56888 0.36596 -0.72163
C 0.37477 -4.26361 2.12271
Si -1.04421 -1.98891 -1.09782
H 0.30739 3.11938 -2.39739
H -3.45126 -0.28329 -0.84650
H 3.45709 -1.24661 -3.30180
H -2.74539 -1.68100 1.85745
H -0.65163 -5.67284 3.38490
H -3.01754 0.01667 1.39791
H -2.38080 1.67381 4.43266
H -0.62973 1.94738 4.34696
H -1.46298 4.72150 -2.42459
H 1.85448 -1.73109 -2.71997
C -1.42242 3.97994 -3.22573
C -0.72739 -5.00655 2.53288
H 3.55806 -3.20063 -0.78727
H 1.12308 -2.77815 0.77581
H 4.64542 1.02261 -2.07875
H -6.49333 -2.42003 -2.98217
C -5.46993 -2.34168 -2.63218
C -1.50067 1.60114 3.78504
C -1.27439 1.94674 -2.08383
Si -1.25579 -0.15219 3.14126
H -2.87859 2.86076 -4.36940
H -5.79133 -0.48663 -1.59744
H -3.61328 3.87496 -3.11486
C -2.81502 -0.65695 2.22964
C 4.12361 -0.08955 3.39578
Si 3.29036 -0.73984 -0.92699
C 2.47701 -0.31512 1.58428
C 1.43403 -0.19890 2.56606
H 4.25383 1.50928 -0.42491
O -1.72300 1.30038 0.14051
C 4.22806 -2.35793 -0.59172
H -0.67904 -2.27966 4.30495
N 2.08853 -0.45985 0.26372
C -1.16743 -1.35162 4.61477
H -3.65930 -0.60937 2.92653
H -2.50727 -3.96823 -2.79978
H -0.63506 -0.96076 5.48352
N -1.09789 2.33882 -0.56964
C -1.93062 -4.86982 1.85534
H 5.09090 -2.45488 -1.25944
H -2.18585 -1.59905 4.93166
C -2.81920 -2.13258 -1.72925
H -1.11864 4.45105 -4.16596
H 3.34100 0.17528 5.38130

=====

Record 2
101
Properties=species:S:1:pos:R:3 method="wB97M-V/def2-TZVPD" energy_ev=-1047433.8435 homo_lumo_gap_ev=7.00 fmax_ev_per_a=0.90 e_homo_ev=-11.13 total_charge=+1 lumo_ha=-0.1519
H 3.63921 1.74045 1.18269
C 1.83273 9.21086 5.82172
Br -6.65064 -9.40678 -2.49049
H -8.93420 -2.61542 -0.50698
H 2.73442 9.81390 5.84155
H -6.76024 -5.75387 -1.32958
H 4.62292 6.54559 8.63342
H 2.29550 -4.87642 -2.51067
Br 2.06158 7.80809 7.14359
H -4.05273 1.45775 -0.67878
H -3.35300 2.71399 -1.75066
C 3.26411 1.84201 -4.17031
H -0.97043 0.17808 0.74280
H -8.24707 -0.51880 0.52103
C 3.42757 2.61577 -2.87634
Br -0.17623 4.87218 8.34087
H -2.83723 2.58860 -0.07465
H 1.36984 0.40086 -2.45593
H 1.21800 9.40787 3.77773
C -0.71560 3.80231 6.81229
H -7.86098 -0.37105 -1.20641
C 0.99987 -0.25154 -3.24881
C -3.48249 -0.74827 -2.72015
C -3.15105 2.00817 -0.94598
H -1.34186 3.01093 7.21744
H -6.41107 -7.27145 -0.46870
H 0.80459 7.84019 4.50905
C 1.54835 8.62972 4.46165
P -0.99883 -1.57496 -6.37967
P -1.69677 1.00105 -1.37030
H 1.36405 -3.02412 -3.66463
Br 2.18368 -0.03589 0.24953
H 5.17403 5.32450 7.46924
H 2.27068 1.99195 -4.60310
C 2.55614 1.64992 1.15385
H 3.97452 2.18676 -4.91996
H -7.37827 -7.20450 -3.37309
H -0.59073 -0.32074 -6.82347
C 4.85741 5.49307 8.49337
C -7.87065 -2.39707 -0.44868
H 3.49959 4.61441 9.93571
H -5.65515 -7.19156 -2.94007
C -1.57840 -0.25104 -0.05028
O -1.87027 -2.34149 -7.26197
C 6.17413 -7.46487 -1.84685
H 2.51342 2.62878 -2.27987
Br -5.79636 -0.52105 0.16976
C -1.48440 -0.26530 -3.88218
H 6.27869 -6.70680 -1.07780
H -7.42573 -2.97410 0.35514
Br 6.39688 5.13129 9.62301
C -2.30392 -0.08018 -2.74463
H 4.78899 -9.02948 -2.40625
O 3.53001 0.44257 -3.94368
Br 3.12906 7.83991 3.65101
C 2.99048 -4.06277 -2.71376
H 0.04990 -2.25730 -5.78606
H 1.20142 2.79006 6.76250
Br 5.87514 -6.52285 -3.52166
C 3.66995 4.64762 8.86461
C 5.06700 -8.43708 -1.54100
H 3.68761 3.65094 -3.09691
H 5.35674 -9.09345 -0.72425
O 3.13098 -1.90685 -3.78135
H 3.95166 -4.48600 -2.99823
H 2.58282 -3.61913 -4.79112
H 0.98697 9.80637 6.15702
Br 0.05483 1.89949 2.51219
C 0.46336 3.21183 6.08574
N -1.90677 -1.10229 -4.84853
O 1.99589 -0.61302 -5.73780
H -1.31013 4.44657 6.17250
H 2.14017 2.42892 0.52313
Br -8.84682 -6.94995 -0.83063
P 2.42290 -0.61258 -4.32488
H 2.36752 2.56690 3.08049
H -1.02054 -1.08968 -0.47471
Br -7.10435 -3.07178 -2.10718
H 3.10967 -3.48533 -1.79564
H -4.16946 -0.68197 -1.88224
H 7.11662 -7.99243 -1.97100
N -3.06816 -1.74477 -4.83616
C -0.16856 0.45848 -3.99181
H 0.12780 2.45176 5.38368
H 2.77691 5.01269 8.36149
H -0.32875 1.40764 -3.48140
H -4.78262 -2.09337 -3.81351
H 0.64000 -1.14354 -2.73305
C -3.83984 -1.56228 -3.80056
Br 3.45084 -7.53458 -0.94196
C -7.64894 -0.91792 -0.29389
Br 1.39663 4.54092 5.00856
Br 3.87544 2.80071 8.28299
H 0.08281 0.69484 -5.02280
H -2.53172 -0.64294 0.30848
H 2.19367 0.79764 3.12097
C 1.98955 1.69621 2.54801
C -6.65362 -7.46984 -2.60990
C 2.44070 -3.17318 -3.80588
H 4.23149 2.18314 -2.28267
C -6.96284 -6.82059 -1.28735

=====

Record 3
53
Properties=species:S:1:pos:R:3 method="wB97M-V/def2-TZVPD" energy_ev=-96140.8495 homo_lumo_gap_ev=6.77 fmax_ev_per_a=1.99 e_homo_ev=-7.37 relative_energy_kcal_mol=11.01 lumo_ha=-0.0222
H -4.16126 1.77849 3.63480
C 2.54759 -2.40638 -0.01151
H -2.54400 2.80890 0.21841
H -2.66017 2.51222 4.18329
C -3.15930 1.55807 4.00796
C -1.12028 -0.48347 -5.09870
C -0.96354 -2.11815 -3.35543
C -1.79011 -1.63772 -1.01470
O 1.93246 0.80893 0.06267
O -2.28976 -0.98368 4.42811
H -0.64297 -3.09597 -3.01886
H -1.91707 -1.87023 4.39349
H 3.13767 2.15643 -0.90852
C 2.85513 0.81276 1.17943
H -3.25245 1.03629 4.95132
C 1.53937 1.57074 -2.20517
C -2.39718 0.73126 3.01110
H 3.46249 1.71344 1.08408
C 2.56917 1.25927 -1.15534
H 2.83007 0.88189 3.29634
S 4.28035 -2.58359 -0.12211
H 1.45411 1.70094 2.54110
N -1.99736 -0.47025 3.17002
H -2.06877 1.36432 -4.58600
C -1.60331 -1.26399 -2.44883
H 0.82588 2.31587 -1.85672
H 2.04957 1.96179 -3.08724
C -2.87011 2.50073 1.20364
C -0.72428 -1.73980 -4.66627
S 0.32880 -2.32417 1.67538
C 2.02388 -2.52920 1.22405
N -1.15668 0.79048 1.00221
H -2.71688 -1.23559 -0.60287
H -1.74112 -2.70975 -0.84403
Zr -0.00387 -0.59810 -0.15141
Cl -0.81164 0.00064 -6.74371
C -1.75875 0.38827 -4.23673
H -2.47993 0.68420 -2.25010
H 3.25711 0.47799 -1.48178
H -3.93456 2.25511 1.17175
H 3.51062 -0.05462 1.08332
C 2.10601 0.82732 2.48248
H 0.99224 0.68403 -2.54163
H -2.75535 3.33402 1.89909
C -1.98875 -0.00512 -2.92565
C -2.09061 1.31498 1.67960
C 4.61233 -2.83623 1.55423
H 1.50588 -0.07218 2.63203
S 1.65514 -2.02991 -1.48259
S 6.10465 -3.13962 2.15902
S 3.16938 -2.82591 2.50519
O -0.92247 1.19785 -0.28664
H -0.22735 -2.41357 -5.35151